[1]
Density functional theory data (ωB97M-V/def2-TZVPD) for a cluster of 2 separate species, C9H14F3I in total.

```
27
C9H14F3I, DFT ωB97M-V/def2-TZVPD
C 0.58671 1.30912 0.54747
C 1.79403 1.35553 1.08130
C -1.92819 1.35984 0.98067
C -1.63378 -1.73391 0.31329
C -1.42581 -0.14678 -1.55354
C 0.68044 -1.24760 -0.39274
C -0.60760 0.47894 0.82375
C 4.29787 0.68992 -0.85122
C -0.64450 -0.70081 -0.22643
F 0.39337 2.10391 -0.52472
F 2.19084 0.69664 2.14664
F 3.85522 0.86165 -2.02888
I 4.43484 -1.26213 -0.23020
H -2.24322 1.56212 2.02594
H -2.81238 0.96887 0.42881
H -1.52591 2.28014 0.53992
H -1.24717 -2.26649 1.19678
H -1.84146 -2.60880 -0.42593
H -2.58353 -1.24969 0.57450
H -1.48759 -0.81311 -2.44555
H -0.97766 0.77701 -1.99773
H -2.50297 0.02467 -1.16723
H 0.55254 -2.29043 -0.76824
H 1.26928 -0.47895 -0.95055
H 1.19496 -1.49933 0.51529
H -0.45407 0.13389 1.89878
H 2.66573 1.69577 0.48984
```

Calculated values
energy relative to the best compared isomer or geometry (same formula, charge and spin) = 3.293 eV
total charge = 0
2S+1 = 1
total energy = -25807.8405 eV
molecular weight = 306.1 g mol⁻¹
orbital gap = 8.419 eV
strongest force on any atom = 4.4 eV Å⁻¹

=====

[2]
Density functional theory data (ωB97M-V/def2-TZVPD) for an isolated molecule of C4H7NO.

```
13
C4H7NO, DFT ωB97M-V/def2-TZVPD
C 1.19856 -1.06678 0.65156
C -0.11719 -0.89863 -0.13809
C 0.17347 0.37453 -0.87702
N -0.22411 1.56757 -0.67339
C -1.42753 1.77344 0.00275
O -2.37932 1.02798 -0.09934
H 1.96222 -0.46936 0.15103
H 1.56709 -2.09281 0.72914
H 1.05913 -0.62722 1.63892
H -0.98033 -0.83598 0.51853
H -0.28785 -1.73211 -0.82771
H 0.97474 0.24430 -1.61358
H -1.51888 2.73508 0.53719
```

Calculated values
energy relative to the best compared isomer or geometry (same formula, charge and spin) = 1.601 eV
total charge = 0
2S+1 = 1
total energy = -7798.0432 eV
SMILES string = CC/C=N\C=O
molecular weight = 85.1 g mol⁻¹
orbital gap = 10.173 eV
strongest force on any atom = 0.7 eV Å⁻¹

=====

[3]
Density functional theory data (ωB97M-V/def2-TZVPD) for a structure of composition C6H14O3Se2Te2Ti.

```
28
C6H14O3Se2Te2Ti, DFT ωB97M-V/def2-TZVPD
Ti 0.60523 -0.18414 -0.35751
C 1.03047 -1.60961 2.85074
O 0.14376 -1.43671 1.74630
C -1.19983 -1.42689 2.17707
C -2.04381 -1.38114 0.93700
O -1.59739 -0.31801 0.08601
C -2.16980 0.97184 0.33967
C -1.30511 1.77690 1.30459
O 0.03741 1.27121 1.31539
C 0.94736 2.30429 1.72972
H 0.72660 -2.48981 3.42239
H 2.02752 -1.74628 2.44910
H 1.00054 -0.72666 3.49766
H -1.42040 -2.33499 2.74975
H -1.38030 -0.56518 2.83247
H -1.92705 -2.28911 0.34691
H -3.10069 -1.23997 1.16941
H -2.20482 1.45199 -0.63190
H -3.17666 0.82958 0.73733
H -1.29140 2.82109 0.98275
H -1.67471 1.73235 2.33391
H 1.06584 3.01531 0.91019
H 0.55175 2.78561 2.62564
H 1.89681 1.82534 1.94334
Se 0.52354 -2.48858 -1.38083
Te 2.61891 -1.30501 -2.04830
Te 3.29687 -0.28711 0.34077
Se 0.25256 1.48659 -1.78562
```

Calculated values
energy relative to the best compared isomer or geometry (same formula, charge and spin) = 0.000 eV
total charge = 0
2S+1 = 1
total energy = -180986.7989 eV
molecular weight = 595.2 g mol⁻¹
orbital gap = 6.666 eV
strongest force on any atom = 0.5 eV Å⁻¹

=====

[4]
Density functional theory data (ωB97M-V/def2-TZVPD) for a structure of composition C25H22N5O2Pt.

```
55
C25H22N5O2Pt, DFT ωB97M-V/def2-TZVPD
Pt -0.21044 0.31401 0.29343
O 4.68758 2.95856 -5.27529
C 5.19008 2.79750 -4.04337
O 6.29894 3.16621 -3.78426
C 4.31325 2.15342 -2.99748
C 3.01480 1.72551 -3.21346
C 2.27427 1.17613 -2.17661
C 2.81413 1.07465 -0.90654
C 4.13534 1.47659 -0.69050
C 4.87083 2.00601 -1.72912
N 1.98830 0.57486 0.16020
C 2.54795 0.17581 1.23353
C 1.73976 -0.31986 2.33494
C 2.30323 -0.69118 3.54163
C 1.47312 -1.06825 4.58455
C 0.10584 -1.02797 4.38477
C -0.38770 -0.65572 3.14613
N 0.40830 -0.34103 2.12006
H 3.76852 2.67039 -5.33944
H 2.52797 1.82722 -4.17480
H 1.27890 0.82574 -2.35742
H 4.59765 1.42817 0.28447
H 5.88408 2.34920 -1.57351
H 3.62224 0.18780 1.37683
H 3.37744 -0.66257 3.66081
H 1.88705 -1.36120 5.53940
H -0.58703 -1.27977 5.17462
H -1.44804 -0.60502 2.96919
N 0.83257 3.32210 -4.77904
C 0.10557 3.19848 -3.89033
N -0.73220 3.07421 -2.87095
C -0.76928 2.07037 -2.12739
N -0.86071 1.12888 -1.42255
C -2.66318 -1.13235 -1.63896
C -3.08302 -0.35954 -0.43056
C -4.48837 0.14868 -0.48304
C -2.19037 0.07443 0.60051
C -2.69814 -1.36480 1.12527
C -3.77787 -1.41832 2.01543
C -4.08530 -2.59437 2.67605
C -3.32933 -3.73399 2.43483
C -2.26084 -3.69851 1.54285
C -1.94712 -2.52480 0.88886
H -2.82258 -0.47244 -2.49365
H -3.29325 -2.01150 -1.77933
H -1.61527 -1.41131 -1.62169
H -4.50406 0.85615 -1.31773
H -4.78762 0.68427 0.41295
H -5.20727 -0.63772 -0.71136
H -2.65870 0.81780 1.24519
H -4.36613 -0.52975 2.20339
H -4.91399 -2.62473 3.36989
H -3.57625 -4.65904 2.93915
H -1.67530 -4.58969 1.36257
H -1.10840 -2.48770 0.20688
```

Calculated values
energy relative to the best compared isomer or geometry (same formula, charge and spin) = 0.000 eV
total charge = +1
2S+1 = 1
total energy = -41067.0469 eV
molecular weight = 619.6 g mol⁻¹
orbital gap = 7.016 eV
strongest force on any atom = 0.6 eV Å⁻¹

=====

Highest occupied orbital energy across the listed records, respectively: -9.247, -9.799, -7.002, -11.469 eV.